Record 1
An isolated ion of composition C10H13N2O and charge +1 at a distorted geometry, computed with ωB97M-V/def2-TZVPD.

Computed properties:
* energy relative to the best compared isomer or geometry (same formula, charge and spin): 154.3 kcal/mol
* total charge: +1
* E_tot: -15596.6076 eV
* 2S+1: 1
* E_HOMO: -10.8 eV
* maximum force: 0.1015 Eh/bohr

The geometry in XYZ format:
```
26
Properties=species:S:1:pos:R:3:forces:R:3
C -3.146 -1.214 0.232 2.4 -1.1 -1.8
H -2.390 -2.107 0.174 -2.4 0.9 0.1
C -1.285 0.325 0.670 1.7 0.7 -1.3
N 1.301 0.368 0.174 1.7 -1.9 -0.7
C -3.283 -0.563 -1.122 -3.5 1.2 -2.0
H 0.782 3.569 -0.316 0.3 -0.3 0.3
H -4.021 -1.281 0.886 0.3 -0.4 -0.5
H 1.679 3.113 1.171 0.4 0.4 0.2
H 3.168 1.077 -0.535 -0.1 -0.7 0.7
H 4.311 -1.280 -0.288 -1.8 0.9 -0.1
H -3.776 0.465 -1.066 1.4 -0.7 0.6
N 0.581 -0.766 0.257 -4.4 2.6 0.8
H -4.120 -0.860 -1.854 1.1 -1.0 1.4
H 2.306 2.597 -0.460 -0.8 1.1 0.8
C 1.400 2.801 0.175 1.2 -0.4 -1.4
C 2.670 0.202 -0.098 1.1 -0.3 -1.5
H 0.350 -2.727 0.548 -0.3 -0.7 0.0
H 2.851 -3.074 0.416 0.6 -1.5 0.0
H -1.358 2.423 0.663 0.6 -0.6 -0.1
C 2.416 -2.153 0.199 -0.9 -0.6 0.0
O -2.256 -0.323 0.981 -0.8 -0.4 2.6
C 3.197 -1.067 -0.148 1.7 1.2 0.6
C 1.071 -1.986 0.310 1.4 0.7 0.4
C -0.730 1.523 0.553 1.1 -1.5 -0.3
C 0.704 1.508 0.260 -2.5 2.1 0.7
H -2.422 -0.569 -1.783 0.4 0.1 0.5
```
Positions in Å, forces in eV/Å.


Record 2
C3H5N2O2 as an isolated structure at a distorted geometry, computed with ωB97M-V/def2-TZVPD.

Computed properties:
* energy relative to the best compared isomer or geometry (same formula, charge and spin): 15.5 kcal/mol
* total charge: +1
* E_tot: -10259.0037 eV
* 2S+1: 1
* E_HOMO: -15.5 eV
* maximum force: 0.0646 Eh/bohr

The geometry in XYZ format:
```
12
Properties=species:S:1:pos:R:3:forces:R:3
H 0.905 -0.807 2.350 0.3 -0.6 1.3
C 0.020 -0.362 0.590 0.7 -1.0 -0.9
N -1.265 -0.705 0.360 1.4 -0.4 2.2
O -2.321 0.966 -0.896 -1.9 1.6 -1.4
H 1.889 -0.226 0.999 0.8 0.3 0.6
C -1.378 0.360 -0.682 1.2 -1.4 1.1
C 0.171 0.323 -0.761 0.7 -0.7 -2.5
H 1.411 1.409 -1.767 0.8 -0.1 -1.5
H -1.898 -1.341 0.887 0.5 0.9 -0.5
H 0.491 -0.495 -1.519 -0.8 1.0 1.2
O 0.932 1.446 -0.966 -1.2 0.0 2.4
N 1.043 -0.568 1.407 -2.6 0.5 -2.0
```
Positions in Å, forces in eV/Å.


Record 3
A 2-piece molecular cluster, C4H10N overall at a distorted geometry, computed with ωB97M-V/def2-TZVPD.

Computed properties:
* energy relative to the best compared isomer or geometry (same formula, charge and spin): 104.6 kcal/mol
* total charge: +1
* E_tot: -5789.3219 eV
* 2S+1: 1
* E_HOMO: -9.9 eV
* maximum force: 0.0437 Eh/bohr

The geometry in XYZ format:
```
15
Properties=species:S:1:pos:R:3:forces:R:3
C 4.247 1.662 -3.761 0.9 -0.4 -1.1
C 4.189 1.795 -5.107 -0.9 0.1 0.2
H 4.366 0.919 -5.717 2.1 0.5 -0.6
H 3.315 1.711 -3.228 0.3 1.8 1.1
N -2.505 -1.399 2.660 -0.6 1.0 1.0
H -2.108 0.234 3.908 -0.4 0.0 0.1
C -3.085 -2.454 3.080 1.1 -0.1 -1.5
H -3.840 0.160 3.361 0.0 -0.2 -0.1
H -2.863 -3.291 2.403 -0.2 -0.4 1.2
C -2.804 0.005 3.090 1.8 -0.3 0.2
H -3.688 -2.447 3.974 -0.6 0.0 -0.2
H -2.442 0.627 2.273 -0.6 0.1 -0.1
H 3.709 2.645 -5.586 -1.3 -0.7 0.1
H -1.714 -1.498 2.030 -0.4 0.0 -0.6
H 5.223 1.331 -3.378 -1.1 -1.4 0.4
```
Positions in Å, forces in eV/Å.


Record 4
A 2-piece molecular cluster, C4H9NO2 overall, computed with ωB97M-V/def2-TZVPD.

Computed properties:
* energy relative to the best compared isomer or geometry (same formula, charge and spin): 35.6 kcal/mol
* E_tot: -9878.5171 eV
* 2S+1: 1
* E_HOMO: -10.0 eV
* maximum force: 0.0145 Eh/bohr

The geometry in XYZ format:
```
16
Properties=species:S:1:pos:R:3:forces:R:3
H 2.799 1.462 -0.656 -0.1 -0.1 -0.1
H -1.490 1.571 0.022 0.0 -0.1 0.1
C 0.287 -1.444 0.793 0.1 -0.1 0.0
N -0.567 -1.023 0.044 0.5 -0.3 0.4
O 1.458 0.354 -1.782 -0.2 -0.1 -0.1
O 1.193 -1.860 1.411 -0.6 0.2 -0.4
C -1.925 0.900 0.767 0.0 0.0 0.0
H -1.344 0.987 1.691 -0.1 0.0 -0.1
H 0.758 -0.122 -1.320 0.1 0.1 -0.1
C 2.600 0.424 -0.956 0.4 0.1 0.2
H -2.457 -0.615 -0.684 0.1 0.0 0.1
H -2.427 -1.200 0.980 0.1 0.1 -0.1
H 2.516 -0.177 -0.041 0.0 0.1 -0.2
H 3.474 0.059 -1.510 -0.1 0.1 0.1
H -2.950 1.223 0.975 0.1 0.0 -0.1
C -1.924 -0.539 0.267 -0.2 0.0 0.1
```
Positions in Å, forces in eV/Å.


Number 1 is which compound?
C10H13N2O